C5H11NO | the ωB97M-V functional and the def2-TZVPD basis

Last column: Mulliken charge in e.
CARTESIAN COORDINATES (ANGSTROEM)
C (0.468, -0.287, -2.046)  -1.1535
C (-0.661, -0.262, -1.034)  0.1123
O (-2.228, -1.414, 0.137)  -0.4101
N (-0.911, -1.481, -0.452)  -0.4860
H (-2.449, -2.345, 0.256)  0.3328
H (-1.559, 0.278, -1.327)  0.4805
H (1.340, -0.795, -1.631)  0.2471
H (0.762, 0.728, -2.319)  0.3532
H (0.165, -0.817, -2.951)  0.3516
C (0.839, 1.934, 1.398)  -1.0613
C (0.504, 0.509, 1.214)  0.4550
C (0.500, -0.695, 1.565)  -0.7474
H (-0.217, 0.449, -0.088)  -0.2288
H (1.373, 2.083, 2.341)  0.3210
H (1.471, 2.299, 0.585)  0.2725
H (-0.064, 2.549, 1.414)  0.2790
H (-0.153, -1.401, 0.568)  0.4812
H (0.820, -1.332, 2.371)  0.4007

Results
charge: 0
ΔE to the lowest compared entry with this formula, charge and spin: 6.079 eV
frontier orbital gap: 9.5 eV
electronic energy: -326.9080 hartree